Entry from the OMol25 dataset: C38H41N8O4RbS3 as an isolated structure (the ωB97M-V functional and the def2-TZVPD basis).

Geometry as ORCA input:
```
! RIJCOSX wB97M-V def2-TZVPD def2/J DEFGRID3
* xyz 0 1
Rb -0.25036 -0.97916 -0.01959
S 0.79630 2.03274 -0.38994
C -0.72278 2.74547 0.01773
N -0.86916 3.99264 0.28410
N -2.17258 4.44425 0.62293
C -2.95863 4.96538 -0.42738
C -4.09839 5.69660 -0.08992
C -4.93417 6.18947 -1.07571
C -4.65167 5.95955 -2.41786
C -3.51631 5.23601 -2.75011
C -2.66983 4.73996 -1.76727
N -1.74864 1.73738 0.14707
N -2.87691 2.08423 -0.22316
C -3.91235 1.13542 0.05405
C -3.79778 0.12947 1.00976
C -4.88996 -0.67946 1.27756
C -6.08371 -0.49852 0.58829
C -6.18702 0.49758 -0.37449
C -5.10449 1.32645 -0.63195
H -2.03464 5.15920 1.32452
H -4.32947 5.86299 0.95637
H -5.81389 6.75402 -0.79295
H -5.30476 6.34415 -3.18998
H -3.27487 5.05501 -3.79018
H -1.78343 4.18395 -2.04074
H -2.86108 -0.01380 1.53164
H -4.81093 -1.45363 2.02979
H -6.93552 -1.12963 0.80770
H -7.11678 0.64172 -0.90909
H -5.16227 2.14029 -1.34444
O 6.38316 -4.14845 2.28676
C 5.21797 -3.46410 2.65839
N 4.16959 -3.52499 1.65746
C 3.63883 -4.73787 1.37464
O 4.00456 -5.75812 1.94360
C 2.55926 -4.78697 0.33798
C 2.25282 -5.99965 -0.26310
C 1.25333 -6.03438 -1.21777
C 0.58265 -4.85836 -1.52310
N 0.84659 -3.69186 -0.93782
C 1.82089 -3.67260 -0.03076
H 6.15120 -5.08635 2.28155
H 5.48808 -2.41936 2.79784
H 4.81163 -3.86287 3.59092
H 4.09199 -2.75828 0.99652
H 2.80703 -6.88268 0.02565
H 0.99027 -6.95370 -1.72191
H -0.21066 -4.85329 -2.26162
H 2.03632 -2.71251 0.42465
C -3.69379 -1.95390 -1.89301
S -2.73397 -3.24883 -1.09448
O -2.26702 -2.71075 0.21859
C -4.10315 -4.34306 -0.73074
C -4.56675 -4.42051 0.57042
C -5.62939 -5.26636 0.85565
C -6.20958 -6.02151 -0.15382
C -5.72429 -5.94463 -1.45342
C -4.65951 -5.10720 -1.74649
H -4.47522 -1.59002 -1.22826
H -4.11817 -2.37369 -2.80489
H -3.00526 -1.14982 -2.15431
H -4.08538 -3.82552 1.33497
H -6.00350 -5.33882 1.86832
H -7.03752 -6.67998 0.07308
H -6.17130 -6.54290 -2.23597
H -4.26602 -5.05321 -2.75509
C 6.04825 0.91235 2.26111
C 4.66108 1.35173 2.70890
C 3.55477 0.80784 1.81247
N 3.66234 1.33568 0.46448
C 3.85667 0.63581 -0.64063
S 4.03393 -1.04267 -0.72925
N 3.92527 1.32326 -1.83191
C 3.80704 2.68649 -2.15841
O 3.50002 2.98665 -3.28358
C 4.20807 3.69360 -1.13220
C 5.44514 3.58845 -0.50401
C 5.83506 4.54918 0.41556
C 4.98051 5.60174 0.71794
C 3.74544 5.70242 0.09111
C 3.35775 4.75506 -0.84450
H 6.82174 1.32496 2.90875
H 6.25208 1.24510 1.24219
H 6.14387 -0.17519 2.27162
H 4.59907 2.44414 2.72339
H 4.46617 1.01977 3.73206
H 2.57019 1.09154 2.19388
H 3.60102 -0.27821 1.74930
H 3.34841 2.29299 0.35390
H 3.86095 0.72202 -2.64115
H 6.09764 2.75535 -0.73805
H 6.80136 4.47562 0.89719
H 5.27911 6.34616 1.44492
H 3.07745 6.51839 0.33279
H 2.38996 4.80712 -1.32512
*
```

Output
Highest occupied orbital energy (hartree): -0.2591
Electronic energy (eV): -93343.300
LUMO level (eV): -0.128
Kohn-Sham gap (eV): 6.92
Molecular weight (g/mol): 855.5